Entry 1:
23
Properties=species:S:1:pos:R:3:forces:R:3 method="wB97M-V/def2-TZVPD" smiles="O=[N+]([O-])P(Cl)[C@H](CO)c1ccccc1" e_homo_ev=-9.236 homo_lumo_gap_ev=9.3
C 1.568 0.864 -2.441 1.55 -1.77 -3.13
C 2.164 -0.230 -1.786 -0.93 0.16 1.29
C 0.349 1.353 -2.117 -0.73 -0.82 2.25
C 1.522 -0.683 -0.610 1.23 -0.66 1.34
C -0.309 0.853 -0.980 0.14 0.23 1.11
C 0.302 -0.088 -0.127 0.73 -0.03 -1.83
C -0.491 0.968 1.951 2.78 0.91 -0.21
C -0.234 -0.318 1.276 1.00 -0.81 -0.76
N -1.647 -2.201 0.023 -1.10 0.69 0.55
O -0.570 -2.677 -0.179 0.84 -1.02 -0.07
O -2.611 -2.240 -0.697 -0.24 -0.62 -0.84
O -0.689 0.776 3.272 -0.54 -2.01 3.74
P -1.896 -1.233 1.595 2.11 -1.01 -0.13
Cl -3.121 0.079 0.780 -1.13 0.81 -0.09
H 1.918 1.057 -3.502 0.10 0.40 1.58
H 3.115 -0.681 -2.131 -0.85 0.36 0.26
H -0.048 2.175 -2.623 -0.77 0.93 -0.97
H 2.101 -1.491 0.031 -1.55 1.65 -1.29
H -1.260 1.274 -0.619 0.57 -0.03 -0.60
H 0.442 1.485 1.917 0.83 1.08 -0.89
H -1.240 1.596 1.588 -1.25 0.76 -0.78
H -0.087 0.039 3.578 -1.00 1.33 -0.30
H 0.722 -0.675 1.802 -1.79 -0.52 -0.23

Entry 2:
11
Properties=species:S:1:pos:R:3:forces:R:3 method="wB97M-V/def2-TZVPD" smiles="NS(=O)(=O)[C@H]1C=N1" e_homo_ev=-10.527 homo_lumo_gap_ev=10.4
C -1.899 0.951 -0.201 2.64 -2.64 2.77
C -0.711 0.798 0.726 -1.37 -0.75 -2.20
N -1.633 -0.277 0.031 -1.17 3.04 0.44
N 0.804 -0.939 -0.588 3.42 1.02 0.34
O 0.981 1.468 -1.162 -0.80 1.14 -1.48
O 1.946 0.736 0.900 -0.52 -0.41 0.72
S 0.868 0.616 -0.044 1.99 0.22 0.12
H -2.635 1.625 -0.533 -0.64 0.51 -0.86
H -0.654 0.942 1.789 -0.47 -0.17 0.30
H 1.554 -1.423 -0.071 -0.87 -0.13 -0.38
H -0.101 -1.228 -0.445 -2.21 -1.84 0.22

Entry 3:
49
Properties=species:S:1:pos:R:3:forces:R:3 method="wB97M-V/def2-TZVPD" smiles="O=CCNCCCO.O.O.O.O.O.O.O.O.O.O" e_homo_ev=-9.330 homo_lumo_gap_ev=9.3
C -1.365 -0.356 -2.438 -1.05 -0.45 -0.82
C -1.670 0.638 -1.302 1.83 -0.11 -0.85
O -0.401 1.072 -0.748 -0.01 -0.69 0.46
C 0.058 -0.856 -2.537 -0.02 -0.92 0.73
N 0.417 -1.540 -1.270 0.44 -0.39 -0.72
C 1.738 -2.192 -1.449 -0.31 1.06 2.22
C 2.595 -1.989 -0.201 0.42 -0.31 -0.73
O 3.774 -2.243 -0.226 -0.09 0.23 0.31
H -1.751 0.042 -3.382 0.71 0.56 -0.12
H -2.038 -1.221 -2.420 0.22 -0.18 0.82
H -2.005 1.532 -1.798 -1.33 0.26 0.35
H -2.253 0.181 -0.515 -0.45 0.48 -0.02
H -0.567 1.659 -0.007 -0.13 -0.14 0.12
H 0.158 -1.678 -3.250 -0.40 0.34 -0.46
H 0.794 -0.106 -2.835 0.00 0.19 0.20
H 0.433 -0.887 -0.496 0.12 0.15 -0.08
H 1.677 -3.284 -1.395 -0.19 -0.05 -1.12
H 2.277 -1.693 -2.250 0.21 -0.74 -0.39
H 2.082 -1.686 0.723 -0.04 0.22 0.20
H 1.079 2.455 -3.193 0.12 0.82 -0.26
H 0.583 1.937 -1.946 -0.41 0.79 0.52
O 0.683 2.815 -2.385 0.26 -1.21 -0.56
H -0.600 -1.664 2.349 0.44 0.02 -0.30
H 0.284 -2.657 1.656 -0.05 -0.04 -0.03
O 0.338 -1.909 2.259 -0.01 0.11 0.38
H -3.845 0.568 1.418 -0.31 0.47 -0.30
H -2.742 0.770 2.350 -0.09 0.59 -0.08
O -3.180 1.244 1.603 0.06 -1.06 0.21
H -2.419 3.161 2.209 0.06 -0.55 -0.65
H -1.189 3.094 1.190 -0.67 -0.56 -0.43
O -1.571 3.525 1.941 0.42 1.56 0.96
H 1.883 3.195 -0.844 0.12 -0.33 -0.66
H 2.632 3.012 0.431 0.47 -0.04 0.19
O 2.624 2.686 -0.474 -0.42 0.79 0.90
H 3.362 0.520 -1.085 -0.17 -0.43 -0.02
H 3.371 1.579 -2.055 -0.21 0.10 -0.38
O 3.129 0.646 -2.013 0.40 -0.05 0.05
H -0.945 -2.819 -0.941 0.54 0.37 -0.09
H -1.498 -4.220 -1.334 0.08 0.07 -0.10
O -1.603 -3.495 -0.713 -0.55 -0.80 -0.05
H -2.091 -0.430 4.367 -0.12 -0.15 0.09
H -1.451 0.810 3.787 0.04 0.22 0.18
O -2.318 0.445 4.040 0.59 -0.02 -0.12
H -2.645 -1.457 0.635 -0.10 -0.20 -0.13
H -2.556 -2.725 1.515 -0.05 -0.06 -0.39
O -2.090 -1.922 1.263 -0.34 0.50 0.78
H 0.386 2.692 2.541 -0.45 0.15 0.34
H 1.129 1.376 2.475 -0.12 -0.31 0.21
O 0.320 1.773 2.823 0.54 -0.22 -0.35

Entry 4:
8
Properties=species:S:1:pos:R:3:forces:R:3 method="wB97M-V/def2-TZVPD" smiles="C=NOC=S" e_homo_ev=-9.044 homo_lumo_gap_ev=9.1
C -1.577 -0.405 -0.176 -1.65 2.24 0.10
C 1.468 0.450 0.106 2.77 -1.04 0.76
H -2.709 -0.046 -0.275 2.91 -0.76 -0.32
H -1.276 -1.445 -0.075 -0.70 -0.10 0.10
H 1.402 1.557 -0.011 -0.87 -1.13 0.15
N -0.613 0.450 -0.001 -5.50 -1.35 -0.06
O 0.385 -0.307 0.495 3.64 1.82 -0.76
S 2.920 -0.254 -0.064 -0.60 0.31 0.02

Entry 5:
10
Properties=species:S:1:pos:R:3:forces:R:3 method="wB97M-V/def2-TZVPD" e_homo_ev="-8.888 / -8.239" homo_lumo_gap_ev="8.0 / 7.3"
C -0.367 -0.072 0.046 -0.63 0.92 3.53
C 0.832 0.082 -0.593 4.52 -0.46 -1.61
C 2.066 -0.543 -0.222 -4.44 0.39 -1.09
O 0.349 0.692 1.790 -1.49 -1.66 -0.33
Cl 2.049 -2.086 0.472 0.33 -0.09 0.45
Br 3.573 0.433 -0.342 1.47 0.38 -0.30
H -1.107 0.734 0.018 0.06 -0.74 -0.66
H -0.670 -1.041 0.460 0.14 0.59 0.10
H 0.953 0.848 -1.367 -0.02 0.27 0.81
H 0.908 1.472 1.781 0.05 0.40 -0.90

Entry 6:
54
Properties=species:S:1:pos:R:3:forces:R:3 method="wB97M-V/def2-TZVPD" e_homo_ev=0.714 homo_lumo_gap_ev=2.9 charge=-2
Rb -0.191 -1.102 -1.247 0.52 -0.68 -0.59
P 1.180 -3.575 -2.607 1.75 -0.80 -0.43
O -0.357 -3.561 -2.523 -0.93 0.24 0.01
O 1.716 -3.394 -1.114 -0.28 0.87 0.85
O 1.628 -2.277 -3.439 -0.77 0.08 0.38
O 1.828 -4.852 -3.195 -0.77 0.91 0.23
C 1.976 1.595 0.464 0.39 0.48 0.20
C 0.587 2.031 1.009 1.63 -0.14 -1.04
C -0.162 2.625 -0.187 -1.00 -0.22 0.31
C -1.668 2.731 0.096 0.43 0.50 -0.19
C -2.281 1.453 0.641 0.48 0.29 0.50
C -1.494 0.856 1.854 -0.19 -0.45 -0.83
N -0.081 0.810 1.469 0.10 0.16 -0.68
O 0.733 0.173 2.440 -0.68 -0.09 0.08
C -1.812 1.653 3.128 0.41 -0.21 0.50
C -1.961 -0.604 1.985 -0.23 -0.31 0.49
C 0.870 3.092 2.079 0.12 -0.52 1.06
H 2.512 2.500 0.155 -0.11 -0.01 -0.14
H 1.974 0.925 -0.395 -0.37 -0.09 0.07
H 2.602 1.141 1.231 -0.20 -0.09 0.10
H 0.206 3.629 -0.404 0.26 -0.05 0.01
H -0.012 2.019 -1.083 0.11 -0.08 0.06
H -2.165 3.055 -0.824 -0.14 -0.15 0.03
H -1.825 3.559 0.799 -0.05 -0.13 0.14
H -2.360 0.691 -0.132 -0.05 0.00 -0.11
H -3.277 1.723 0.997 -0.17 -0.43 -0.06
H -0.897 1.989 3.615 -0.01 0.06 -0.13
H -2.435 2.520 2.911 -0.06 0.04 0.14
H -2.288 1.015 3.877 -0.31 0.10 -0.14
H -3.055 -0.646 1.965 0.00 0.08 0.10
H -1.606 -1.293 1.213 0.11 0.44 -0.12
H -1.631 -1.057 2.924 0.01 0.18 0.05
H 1.755 3.708 1.911 -0.25 0.16 -0.68
H 1.182 2.546 2.980 -0.42 0.08 0.08
H 0.004 3.718 2.299 0.06 0.06 0.09
H 0.917 -0.714 2.034 0.18 0.16 -0.09
C -0.098 0.134 -6.484 -0.29 -0.43 0.13
C -0.742 -0.195 -5.135 0.53 -0.66 0.19
O 0.187 -0.259 -4.095 -0.33 0.83 0.02
H -0.874 0.200 -7.254 0.02 0.35 -0.06
H 0.521 -0.719 -6.770 0.23 0.13 0.10
H 0.519 1.030 -6.427 -0.07 0.09 -0.11
H -1.220 -1.175 -5.257 -0.29 0.02 0.08
H -1.501 0.534 -4.837 -0.17 0.16 -0.27
H 0.670 -1.162 -4.009 0.75 -0.84 0.47
C 1.449 -2.779 3.600 -1.03 -0.47 0.32
C 1.346 -3.343 2.201 0.27 0.71 -0.63
O 1.354 -2.289 1.247 -0.06 -0.10 0.68
H 1.321 -3.623 4.288 0.21 0.13 0.19
H 0.582 -2.129 3.761 0.15 0.11 0.11
H 2.346 -2.220 3.854 0.20 -0.07 -0.30
H 0.408 -3.885 2.069 -0.06 -0.30 0.30
H 2.166 -4.029 1.982 0.05 -0.10 -0.01
H 1.457 -2.770 0.346 0.29 -0.01 -1.46

Table of largest force on an atom (hartree/bohr), in record order: 0.0832, 0.0904, 0.0482, 0.1101, 0.0938, 0.0383
Table of relative energy (zero: lowest compared OMol25 entry of this formula, charge and spin) (kJ/mol), in record order: 194.3, 351.3, 466.9, 324.9, 385.2, 0.0